# 1
{"formula": "C4H13N2O", "method": "wB97M-V/def2-TZVPD", "species": ["C", "C", "C", "N", "C", "N", "H", "H", "H", "H", "H", "H", "H", "H", "H", "H", "H", "H", "H", "O"], "positions_angstrom": [[-2.01205, 0.59842, -1.39385], [-1.85851, -0.76152, -0.65323], [-0.72049, -0.79201, 0.34865], [1.95023, 0.57650, -0.25483], [1.69235, -0.70592, -0.31924], [0.48919, -1.18889, -0.25987], [-2.11250, 1.47423, -0.68557], [-1.18211, 0.64859, -2.03689], [-2.95380, 0.53563, -1.95819], [-1.59557, -1.57127, -1.32016], [-2.74556, -1.10892, -0.12118], [-0.94605, -1.61316, 1.14687], [-0.46374, 0.18196, 0.76168], [2.73638, 1.00282, -0.73832], [1.48982, 1.25142, 0.37165], [2.49368, -1.40745, -0.81383], [0.52780, -2.14907, -0.66721], [1.53310, 2.39737, 2.76194], [2.16008, 1.16735, 3.23980], [1.51774, 1.46393, 2.59179]], "forces_ev_per_angstrom": [[-1.721, -0.894, 1.730], [-0.054, 0.499, 0.538], [-0.867, -0.434, 1.904], [0.822, 1.802, 0.948], [1.025, -0.118, -2.953], [2.060, -3.945, -1.109], [0.366, -1.014, -0.766], [0.963, 0.751, -0.995], [0.478, 0.262, -0.102], [-0.374, -0.142, -0.729], [-0.166, 0.405, -0.170], [0.419, 1.852, -0.993], [-0.730, -0.004, 0.664], [0.147, -0.718, 0.436], [-0.112, -0.815, -0.296], [-1.593, 1.570, 1.114], [-0.581, 0.860, 0.886], [-0.335, 0.971, -0.009], [0.150, -0.530, 0.102], [0.102, -0.359, -0.201]], "molar_mass_g_mol": 105.2, "spin_multiplicity": 1, "gap_ev": 10.8946, "e_above_lowest_kj_mol": 172.5, "charge": 1, "max_force_ha_per_bohr": 0.0892}

# 2
{"formula": "C13H24BClN5", "method": "wB97M-V/def2-TZVPD", "species": ["C", "C", "C", "B", "Cl", "H", "H", "H", "H", "H", "H", "H", "H", "H", "C", "C", "N", "H", "H", "H", "C", "C", "N", "H", "H", "H", "C", "C", "N", "H", "H", "H", "C", "C", "N", "H", "H", "H", "C", "C", "N", "H", "H", "H"], "positions_angstrom": [[-1.70663, 0.13727, 2.39716], [-2.80434, -0.91585, 2.22152], [-4.20386, -0.29033, 2.36765], [-4.43911, 1.13563, 1.63765], [-4.27189, 2.62299, 2.94621], [-1.82938, 0.62400, 3.37347], [-0.69156, -0.26727, 2.33913], [-1.82916, 0.92384, 1.64884], [-2.64430, -1.70760, 2.96724], [-2.71118, -1.39832, 1.23990], [-4.95477, -0.99095, 1.97968], [-4.41732, -0.18472, 3.44201], [-3.61368, 1.40238, 0.77137], [-5.55678, 1.25165, 1.16753], [-5.82546, 1.01537, -1.63739], [-5.45162, -0.33948, -1.23836], [-5.12701, -1.38534, -0.89149], [-6.05765, 1.05304, -2.70065], [-6.68283, 1.33113, -1.04676], [-4.99422, 1.67698, -1.39576], [0.28849, 2.98567, 2.27367], [1.22866, 1.86656, 2.35100], [1.95035, 0.97671, 2.41502], [0.07423, 3.20925, 1.23006], [-0.64288, 2.69982, 2.76296], [0.71234, 3.86353, 2.75694], [1.55434, -1.37372, 0.17529], [1.93598, -2.28059, -0.90488], [2.24219, -2.96378, -1.77544], [1.06948, -0.49129, -0.23914], [0.85156, -1.87594, 0.83820], [2.43277, -1.05459, 0.73169], [4.10425, -1.44743, -3.92915], [5.05247, -0.38199, -4.24563], [5.82668, 0.42820, -4.49654], [3.97777, -1.53593, -2.85164], [3.13039, -1.23689, -4.36696], [4.47537, -2.39163, -4.32328], [6.99501, -0.82463, -1.95284], [5.81095, -0.69639, -1.10286], [4.87667, -0.59680, -0.44467], [7.08783, -1.85476, -2.29211], [6.89577, -0.16575, -2.81493], [7.88208, -0.55204, -1.38368]], "forces_ev_per_angstrom": [[-0.071, 0.001, 0.178], [0.119, 0.174, -0.002], [-0.035, -0.108, 0.143], [-0.041, 0.140, -0.263], [0.115, -0.018, -0.053], [0.080, -0.064, -0.067], [-0.067, -0.069, -0.008], [0.088, -0.110, 0.022], [-0.081, -0.006, -0.088], [0.010, 0.131, 0.024], [0.126, -0.053, 0.062], [-0.031, 0.039, -0.110], [-0.097, -0.038, -0.042], [-0.085, 0.044, 0.152], [0.078, -0.118, 0.142], [0.120, -0.015, 0.154], [-0.127, 0.014, -0.245], [0.011, -0.007, 0.005], [0.005, 0.026, -0.032], [-0.041, 0.017, -0.002], [0.030, -0.241, 0.020], [-0.141, 0.147, 0.003], [0.100, 0.025, 0.002], [-0.015, 0.017, 0.019], [-0.028, 0.072, -0.019], [-0.008, -0.004, 0.002], [-0.043, -0.147, -0.048], [0.005, 0.250, 0.080], [0.024, -0.101, -0.036], [-0.007, -0.025, 0.003], [0.008, 0.056, 0.041], [-0.001, -0.026, -0.020], [0.058, 0.111, 0.019], [-0.291, -0.052, -0.338], [-0.211, 0.057, -0.200], [-0.009, -0.018, -0.045], [0.028, 0.020, -0.013], [-0.031, -0.019, 0.010], [0.062, 0.107, 0.310], [0.238, 0.009, -0.085], [-0.071, -0.008, 0.004], [0.022, -0.015, -0.023], [0.195, -0.134, 0.302], [0.009, -0.060, 0.039]], "molar_mass_g_mol": 296.6, "spin_multiplicity": 1, "gap_ev": 7.4061, "charge": -1, "max_force_ha_per_bohr": 0.0087}

# 3
{"formula": "C6H10O6P", "method": "wB97M-V/def2-TZVPD", "species": ["C", "O", "C", "C", "O", "C", "C", "C", "O", "P", "O", "O", "O", "H", "H", "H", "H", "H", "H", "H", "H", "H", "H"], "positions_angstrom": [[3.49297, -1.73597, -0.06174], [2.13909, -2.06043, 0.34604], [1.16184, -1.08506, 0.32950], [-0.09758, -1.51883, 0.22220], [-1.19255, -0.79110, 0.71460], [-1.51638, 0.46047, -0.01855], [-2.64478, 0.18291, -1.04007], [-2.05149, 1.38948, 1.04406], [-0.47458, 0.97882, -0.69034], [0.91284, 1.69164, -0.16069], [0.65909, 2.44727, 1.08840], [1.64302, 2.17365, -1.34923], [1.65931, 0.16003, 0.37881], [4.15382, -2.58860, 0.20296], [3.98491, -0.78433, 0.21016], [3.65866, -1.66358, -1.14587], [-0.27942, -2.62144, 0.21575], [-2.89232, 1.12415, -1.68877], [-3.53035, -0.14459, -0.51212], [-2.29534, -0.54443, -1.82042], [-2.31667, 2.28585, 0.58722], [-1.20015, 1.66824, 1.60412], [-2.97394, 0.97586, 1.54400]], "forces_ev_per_angstrom": [[0.728, -0.263, -0.930], [1.370, 0.599, -0.202], [1.196, 0.764, -0.786], [-0.912, -1.036, 1.109], [0.320, 1.064, -1.353], [-2.245, -1.018, 0.847], [0.789, 0.827, -2.037], [-0.885, -1.475, 0.303], [1.584, 0.644, -1.258], [-0.305, -1.741, 0.691], [0.439, -0.003, -0.469], [-0.131, -0.286, 0.512], [-0.478, 0.446, -0.080], [-0.708, 0.479, 0.415], [-0.957, -0.360, 0.977], [-0.930, -0.268, -0.247], [0.252, 1.138, -0.187], [0.450, -1.385, 1.523], [-0.188, -0.238, -0.092], [-0.374, 0.245, 0.911], [-0.764, 1.634, -1.075], [0.429, -0.032, 1.573], [1.321, 0.264, -0.144]], "smiles": "COC1=COC(C)(C)O[P@](=O)([O-])O1", "molar_mass_g_mol": 209.1, "spin_multiplicity": 1, "gap_ev": 7.7896, "charge": -1, "max_force_ha_per_bohr": 0.0507}

# 4
{"formula": "C18H18F9N3O4SSe2Ti", "method": "wB97M-V/def2-TZVPD", "species": ["Ti", "Se", "Se", "C", "C", "C", "C", "C", "N", "C", "C", "C", "C", "C", "N", "H", "H", "H", "H", "H", "H", "H", "H", "C", "O", "C", "C", "O", "C", "H", "H", "H", "H", "H", "H", "H", "H", "H", "H", "F", "C", "F", "F", "C", "O", "C", "F", "F", "F", "C", "F", "F", "F", "O", "S", "N"], "positions_angstrom": [[-0.26032, 0.12536, -0.50869], [0.53339, -2.39899, -0.29613], [-2.27236, -0.56604, 0.85008], [-1.58554, -1.58989, 2.30793], [-2.43194, -2.53170, 2.89866], [-1.96898, -3.26719, 3.97057], [-0.67517, -3.05107, 4.42814], [0.08495, -2.09549, 3.78189], [-0.35003, -1.36874, 2.74990], [-0.47234, -2.31100, -1.87965], [-0.69838, -3.34447, -2.78868], [-1.50393, -3.09826, -3.87783], [-2.07582, -1.83733, -4.05317], [-1.80728, -0.86039, -3.12566], [-1.02030, -1.10194, -2.06737], [-3.42717, -2.67909, 2.50336], [-2.60462, -4.00699, 4.44055], [-0.26664, -3.60760, 5.25993], [1.10211, -1.89628, 4.10637], [-0.24269, -4.30941, -2.61921], [-1.69587, -3.88474, -4.59661], [-2.71768, -1.62022, -4.89404], [-2.22634, 0.13235, -3.19694], [1.99697, 0.35302, 1.61667], [0.84947, 1.01150, 1.06153], [0.74243, 2.38848, 1.49966], [-0.06992, 2.54319, 2.76342], [-1.42802, 2.61664, 2.41643], [-2.28461, 2.42010, 3.52116], [1.90905, 0.33415, 2.70204], [2.89476, 0.88478, 1.30109], [2.01484, -0.66280, 1.23690], [0.28149, 2.94437, 0.68573], [1.76149, 2.75147, 1.64490], [0.24198, 3.46040, 3.28359], [0.11809, 1.69226, 3.43021], [-2.14527, 3.20362, 4.27558], [-2.10873, 1.44278, 3.98274], [-3.30544, 2.45513, 3.14901], [3.20740, -1.10116, -3.00702], [3.42663, 0.04106, -2.35517], [3.70251, -0.26256, -1.08587], [4.51055, 0.62061, -2.88408], [2.17176, 0.96921, -2.42925], [1.22628, 0.50761, -1.58677], [2.56089, 2.41882, -2.00424], [3.30547, 2.39086, -0.88610], [3.25262, 3.06591, -2.94272], [1.46831, 3.13148, -1.72812], [1.61607, 0.98094, -3.88488], [0.71389, 1.95975, -4.02707], [2.57918, 1.16844, -4.79207], [1.00506, -0.17022, -4.16014], [-3.69886, 1.63353, -1.89315], [-2.61521, 2.34009, -1.23836], [-1.31818, 1.63568, -1.05906]], "forces_ev_per_angstrom": [[0.386, -0.459, -0.242], [-0.057, 0.157, 0.010], [0.049, 0.187, 0.060], [-0.013, -0.014, 0.077], [0.007, 0.005, -0.021], [0.009, -0.016, 0.006], [-0.015, -0.009, 0.001], [0.007, 0.035, -0.027], [0.002, 0.025, 0.007], [0.017, 0.007, -0.031], [0.008, -0.009, 0.012], [-0.004, -0.002, -0.008], [-0.001, -0.002, -0.005], [-0.001, -0.001, 0.013], [0.006, 0.016, -0.035], [-0.006, 0.000, 0.003], [-0.002, 0.001, 0.000], [0.001, 0.000, 0.001], [-0.001, 0.003, -0.004], [-0.002, 0.000, -0.001], [0.001, -0.001, 0.000], [0.000, 0.001, 0.000], [-0.001, 0.006, 0.003], [0.012, -0.041, 0.027], [-0.110, 0.144, 0.147], [0.070, 0.015, -0.052], [0.006, -0.053, -0.082], [-0.051, -0.069, -0.039], [0.018, 0.000, -0.034], [0.013, -0.018, 0.004], [0.013, 0.008, -0.004], [0.006, 0.011, 0.026], [-0.036, -0.017, 0.010], [-0.009, 0.022, -0.015], [0.030, -0.020, -0.001], [-0.007, -0.032, 0.027], [-0.005, -0.007, 0.001], [0.005, -0.022, -0.002], [0.000, 0.007, -0.001], [-0.007, -0.002, -0.007], [-0.012, -0.002, 0.015], [-0.009, 0.009, 0.016], [0.003, 0.019, -0.008], [0.031, -0.047, -0.002], [-0.253, 0.109, 0.082], [0.012, -0.009, -0.005], [0.003, -0.005, 0.010], [0.007, 0.002, -0.001], [-0.008, 0.008, 0.000], [0.005, 0.006, -0.003], [-0.004, 0.004, -0.003], [-0.002, -0.007, -0.006], [0.003, 0.000, -0.003], [-0.026, 0.013, -0.027], [0.100, 0.080, -0.047], [-0.188, -0.035, 0.160]], "molar_mass_g_mol": 749.2, "spin_multiplicity": 1, "gap_ev": 6.4392, "e_above_lowest_kj_mol": 0.2, "charge": 0, "max_force_ha_per_bohr": 0.0126}

# 5
{"formula": "C4H10O2", "method": "wB97M-V/def2-TZVPD", "species": ["C", "O", "C", "C", "C", "O", "H", "H", "H", "H", "H", "H", "H", "H", "H", "H"], "positions_angstrom": [[2.37336, -0.90540, -0.31191], [1.64830, 0.03484, 0.46089], [-0.13861, 0.66523, -0.39176], [-0.87705, 0.41024, 0.81521], [-2.24997, 0.42686, -0.15483], [-0.60930, -0.71654, 1.41487], [1.70354, -1.53292, -0.91383], [3.03635, -0.34692, -0.97486], [2.98021, -1.56938, 0.31796], [-0.02890, -0.15743, -1.08855], [-0.02290, 1.67442, -0.78199], [-1.00777, 1.32032, 1.43830], [-2.96963, 0.27099, 0.64716], [-2.29357, -0.43772, -0.82161], [-2.52621, 1.33894, -0.69744], [0.98215, -0.47554, 1.04238]], "forces_ev_per_angstrom": [[0.136, -0.074, -0.207], [-0.224, 0.019, 0.023], [0.125, -0.060, 0.030], [0.124, 0.346, -0.296], [-0.334, -0.091, -0.029], [0.021, -0.164, 0.057], [0.069, 0.046, 0.040], [-0.029, -0.101, 0.021], [-0.166, 0.209, -0.010], [0.039, 0.025, 0.085], [0.164, -0.099, 0.086], [-0.014, -0.159, -0.117], [-0.062, 0.000, -0.049], [0.113, 0.086, 0.166], [0.210, -0.090, 0.216], [-0.171, 0.108, -0.014]], "molar_mass_g_mol": 90.1, "spin_multiplicity": 1, "gap_ev": 8.7983, "e_above_lowest_kj_mol": 423.9, "charge": 0, "max_force_ha_per_bohr": 0.0092}

# 6
{"formula": "C2HOP", "method": "wB97M-V/def2-TZVPD", "species": ["C", "C", "O", "P", "H"], "positions_angstrom": [[1.50876, 0.09644, 0.00199], [0.37354, 0.32337, 0.32421], [-2.50737, -0.83785, -0.06095], [-1.92150, 0.47489, -0.14838], [2.54658, -0.05686, -0.11687]], "forces_ev_per_angstrom": [[0.723, 0.009, 0.172], [-4.089, 0.203, -0.693], [-0.216, -0.662, 0.074], [3.230, 0.550, 0.624], [0.352, -0.099, -0.176]], "molar_mass_g_mol": 72.0, "spin_multiplicity": 1, "gap_ev": 8.4767, "e_above_lowest_kj_mol": 0.0, "charge": 0, "max_force_ha_per_bohr": 0.0807}